67
Properties=species:S:1:pos:R:3 method="wB97M-V/def2-TZVPD" smiles="CCCC[C@]1([C@H](C)CC)OS(=O)(=O)O[C@@]1(CCC(F)(F)F)S(=O)(=O)F.O=C1OC[C@@H](F)O1.O=C1OC[C@@H](F)O1" homo_energy_ev=-11.4408 gap_ha=0.429
C 4.19 -4.86 0.10
C 4.16 -3.73 -0.95
C 4.39 -2.31 -0.37
C 3.11 -1.50 -0.12
C 2.83 -0.32 -1.11
C 2.14 -0.97 -2.34
C 2.22 -0.20 -3.67
C 0.66 -1.36 -2.06
C 0.40 -2.88 -1.89
O 4.12 0.24 -1.55
S 4.76 1.06 -0.35
O 5.28 2.27 -0.86
O 5.55 0.27 0.52
O 3.34 1.29 0.44
C 2.25 0.95 -0.45
C 0.97 0.95 0.39
C 0.90 -0.08 1.51
C -0.42 0.01 2.22
F -0.59 1.16 2.86
F -0.56 -0.97 3.09
F -1.43 -0.13 1.36
S 2.04 2.50 -1.52
O 0.65 2.79 -1.60
O 2.83 2.50 -2.70
F 2.66 3.53 -0.53
H 4.71 -4.54 1.00
H 3.19 -5.19 0.37
H 4.75 -5.71 -0.29
H 4.98 -3.92 -1.65
H 3.25 -3.77 -1.54
H 4.87 -2.45 0.61
H 5.13 -1.80 -0.98
H 3.13 -1.11 0.89
H 2.26 -2.18 -0.16
H 2.69 -1.90 -2.50
H 1.78 -0.85 -4.43
H 3.24 0.01 -3.98
H 1.61 0.69 -3.65
H 0.24 -0.85 -1.21
H 0.08 -1.03 -2.92
H -0.08 -3.07 -0.93
H 1.32 -3.47 -1.90
H -0.28 -3.26 -2.65
H 0.11 0.87 -0.26
H 0.91 1.94 0.84
H 0.95 -1.10 1.15
H 1.70 0.06 2.24
O -6.48 -0.76 4.45
C -5.58 -0.06 4.17
O -4.30 -0.23 4.56
C -3.48 0.74 3.89
C -4.49 1.81 3.55
F -4.20 2.44 2.39
O -5.68 1.07 3.39
H -3.06 0.31 2.99
H -2.68 1.09 4.54
H -4.65 2.57 4.33
O -8.23 2.99 -2.44
C -7.37 3.13 -1.64
O -7.54 3.56 -0.37
C -6.28 3.45 0.31
C -5.30 3.47 -0.84
F -4.20 2.71 -0.59
O -6.05 2.88 -1.88
H -6.25 2.50 0.85
H -6.15 4.27 1.01
H -4.98 4.46 -1.15

65
Properties=species:S:1:pos:R:3 method="wB97M-V/def2-TZVPD" smiles="NP(O)[C@@]1(CCOCC(F)(F)C(F)(F)C(F)(F)C(F)F)CC(P(=O)(O)O)=[N+](CCCCn2cccc2)C1" homo_energy_ev=-10.5642 charge=+1 gap_ha=0.224
N 1.47 -0.90 5.26
P 1.15 -1.72 3.82
O -0.34 -2.43 4.03
C 0.78 -0.38 2.55
C -0.26 0.64 3.09
C -1.07 1.36 2.02
O -0.25 2.31 1.35
C -0.55 3.66 1.57
C -0.66 4.40 0.24
F 0.50 4.13 -0.43
F -0.67 5.72 0.46
C -1.80 3.96 -0.69
F -1.82 2.62 -0.85
F -1.55 4.49 -1.90
C -3.22 4.42 -0.27
F -3.48 4.09 1.01
F -4.08 3.72 -1.03
C -3.54 5.92 -0.50
F -3.67 6.17 -1.80
F -4.74 6.12 0.08
C 2.02 0.36 2.01
C 2.44 -0.32 0.77
P 4.00 0.00 -0.16
O 4.66 -1.21 -0.57
O 4.88 0.85 0.83
O 3.62 1.02 -1.33
N 1.56 -1.19 0.42
C 1.53 -2.15 -0.69
C 1.81 -1.57 -2.10
C 0.74 -2.12 -3.06
C 0.75 -3.64 -3.15
N -0.57 -4.22 -3.27
C -0.81 -5.56 -3.39
C -2.11 -5.78 -3.48
C -2.77 -4.51 -3.43
C -1.78 -3.62 -3.31
C 0.39 -1.23 1.31
H 0.63 -0.51 5.69
H 1.80 -1.60 5.92
H -1.04 -1.96 3.55
H -0.91 0.21 3.85
H 0.32 1.41 3.61
H -1.96 1.78 2.48
H -1.43 0.67 1.25
H 0.28 4.13 2.10
H -1.44 3.85 2.17
H -2.84 6.61 -0.04
H 1.99 1.44 2.00
H 2.85 0.16 2.72
H 4.66 1.79 0.76
H 2.69 1.29 -1.25
H 2.19 -2.99 -0.47
H 0.52 -2.56 -0.71
H 2.77 -1.96 -2.43
H 1.81 -0.49 -2.11
H 0.89 -1.72 -4.06
H -0.21 -1.71 -2.73
H 1.31 -3.94 -4.03
H 1.24 -4.13 -2.30
H -0.04 -6.32 -3.42
H -2.62 -6.72 -3.58
H -3.82 -4.32 -3.46
H -1.98 -2.56 -3.26
H 0.23 -2.27 1.60
H -0.49 -0.96 0.72

66
Properties=species:S:1:pos:R:3 method="wB97M-V/def2-TZVPD" homo_energy_ev="-2.8320 / -5.2026" spin_multiplicity=4 charge=-1 gap_ha="0.196 / 0.226"
Ti -0.93 0.19 0.18
C -0.66 -4.10 0.52
C -0.67 -2.82 -0.25
O -0.44 -1.73 0.46
C -0.96 -2.77 -1.62
C -1.00 -1.67 -2.43
C -1.41 -1.67 -3.87
N -0.62 -0.41 -1.85
N -0.29 0.51 -2.71
C 0.07 1.61 -2.05
O 0.10 1.60 -0.77
C 0.43 2.83 -2.79
C 0.84 3.95 -2.08
C 1.18 5.11 -2.77
C 1.11 5.15 -4.15
C 0.68 4.03 -4.86
C 0.34 2.87 -4.18
H 0.16 -4.09 1.25
H -1.58 -4.22 1.09
H -0.53 -4.96 -0.13
H -1.22 -3.72 -2.08
H -1.69 -2.68 -4.16
H -2.26 -1.01 -4.05
H -0.60 -1.33 -4.52
H 0.87 3.91 -1.00
H 1.50 5.98 -2.21
H 1.37 6.06 -4.68
H 0.61 4.06 -5.94
H 0.01 1.99 -4.72
C 3.02 1.16 0.79
P 1.91 -0.23 0.36
C 2.56 -0.74 -1.26
C 2.52 -1.61 1.41
C 1.94 -1.64 2.84
P 0.47 -0.54 3.12
C 1.02 0.48 4.54
C -0.69 -1.67 3.95
H 4.07 0.90 0.63
H 2.86 1.45 1.83
H 2.75 2.02 0.17
H 3.63 -0.97 -1.22
H 2.40 0.05 -1.99
H 2.02 -1.62 -1.61
H 3.61 -1.57 1.43
H 2.24 -2.52 0.88
H 2.72 -1.37 3.56
H 1.64 -2.66 3.08
H 1.31 -0.13 5.39
H 0.20 1.14 4.82
H 1.86 1.11 4.24
H -0.23 -2.18 4.79
H -1.07 -2.39 3.23
H -1.55 -1.09 4.29
F -1.54 3.04 1.07
C -0.91 1.95 1.60
F -1.49 1.78 2.82
F 0.36 2.43 1.90
O -2.49 0.95 -0.53
O -2.64 1.79 -1.49
F -2.44 -0.54 1.71
P -3.89 -1.45 1.67
F -4.03 -1.14 3.24
F -4.69 -0.11 1.33
F -3.00 -2.75 2.02
F -5.22 -2.32 1.64
F -3.61 -1.70 0.11

54
Properties=species:S:1:pos:R:3 method="wB97M-V/def2-TZVPD" smiles="CSC1(C(=O)N2C[C@H]3CSC[C@@]3(C)C2)CN(C(=O)[C@@H]2CC3(CC3)CO2)C1" homo_energy_ev=-8.5993 gap_ha=0.332
C -1.50 -3.42 -2.10
S 0.10 -2.68 -1.74
C -0.30 -1.85 -0.18
C -1.42 -0.83 -0.37
O -2.57 -1.13 -0.09
N -1.09 0.39 -0.85
C 0.16 0.79 -1.50
C -0.28 1.46 -2.81
C -0.27 0.50 -4.01
S -1.90 -0.28 -4.06
C -2.62 1.32 -3.66
C -1.74 1.94 -2.56
C -1.87 3.46 -2.58
C -2.11 1.37 -1.17
C -0.56 -2.79 1.02
N 0.53 -2.13 1.72
C 1.08 -2.51 2.89
O 0.61 -3.43 3.55
C 2.20 -1.65 3.46
C 1.63 -0.40 4.17
C 2.09 0.74 3.29
C 1.13 1.62 2.55
C 1.95 2.17 3.69
C 3.33 0.20 2.62
O 3.06 -1.18 2.42
C 0.96 -1.34 0.57
H -1.38 -4.00 -3.01
H -1.80 -4.09 -1.29
H -2.26 -2.66 -2.26
H 0.70 1.50 -0.87
H 0.80 -0.07 -1.68
H 0.37 2.31 -3.02
H -0.11 1.05 -4.94
H 0.50 -0.26 -3.93
H -2.61 1.95 -4.56
H -3.66 1.20 -3.35
H -2.91 3.77 -2.39
H -1.24 3.92 -1.82
H -1.58 3.87 -3.55
H -3.08 0.89 -1.14
H -2.10 2.17 -0.43
H -1.54 -2.69 1.49
H -0.35 -3.85 0.81
H 2.76 -2.28 4.15
H 0.54 -0.45 4.26
H 2.05 -0.31 5.17
H 1.39 1.94 1.55
H 0.07 1.46 2.72
H 1.45 2.39 4.63
H 2.75 2.85 3.44
H 3.54 0.65 1.65
H 4.21 0.33 3.26
H 1.90 -1.68 0.13
H 1.00 -0.27 0.75

53
Properties=species:S:1:pos:R:3 method="wB97M-V/def2-TZVPD" smiles="CCOc1ccc(C(=O)N[C@@H](C(=O)NC[C@H]2CCCO2)C(C)C)cc1" homo_energy_ev=-8.6848 gap_ha=0.346
C 5.29 -2.77 -2.91
C 5.12 -2.85 -1.40
O 3.84 -3.30 -1.01
C 2.78 -2.45 -1.06
C 1.54 -3.03 -0.75
C 0.40 -2.26 -0.74
C 0.45 -0.90 -1.04
C -0.83 -0.14 -1.00
O -1.92 -0.70 -1.05
N -0.72 1.20 -0.92
C -1.88 2.08 -0.86
C -2.35 2.15 0.61
O -2.23 3.13 1.32
N -2.90 0.99 1.00
C -3.07 0.68 2.40
C -1.70 0.37 3.04
C -1.84 -0.42 4.35
C -1.88 -1.87 3.86
C -1.26 -1.80 2.44
O -0.90 -0.45 2.21
C -1.57 3.46 -1.47
C -1.43 3.34 -2.98
C -0.34 4.12 -0.86
C 1.67 -0.33 -1.36
C 2.83 -1.10 -1.38
H 6.30 -2.48 -3.15
H 4.60 -2.05 -3.34
H 5.09 -3.74 -3.35
H 5.80 -3.61 -0.99
H 5.35 -1.89 -0.92
H 1.51 -4.08 -0.51
H -0.56 -2.70 -0.52
H 0.16 1.61 -0.64
H -2.67 1.60 -1.44
H -2.82 0.20 0.36
H -3.74 -0.18 2.48
H -3.51 1.54 2.90
H -1.15 1.31 3.16
H -2.73 -0.13 4.90
H -0.96 -0.25 4.98
H -1.31 -2.53 4.51
H -2.90 -2.24 3.81
H -0.35 -2.40 2.34
H -1.98 -2.13 1.68
H -2.44 4.09 -1.23
H -2.35 2.97 -3.43
H -1.21 4.32 -3.42
H -0.62 2.66 -3.24
H -0.28 5.15 -1.19
H 0.58 3.62 -1.17
H -0.40 4.11 0.23
H 1.75 0.71 -1.64
H 3.76 -0.62 -1.64

64
Properties=species:S:1:pos:R:3 method="wB97M-V/def2-TZVPD" homo_energy_ev=-5.3965 charge=-1 gap_ha=0.273
Na -1.15 -2.46 -0.92
O -2.70 2.18 4.03
C -2.25 2.33 2.78
O -2.82 2.98 1.90
C -1.01 1.54 2.59
C -0.79 0.45 3.53
C 0.39 -0.26 3.32
C 1.28 0.15 2.35
C 0.96 1.19 1.49
N -0.18 1.81 1.60
C 1.93 1.64 0.42
O 2.92 0.93 0.21
O 1.67 2.80 0.03
H -3.46 2.74 4.14
H -1.58 0.23 4.22
H 0.63 -1.11 3.98
H 2.22 -0.34 2.26
N -2.31 -0.10 -0.59
C -1.45 0.77 -1.36
C -2.02 2.26 -1.43
C -1.04 3.33 -1.04
C -0.23 4.10 -2.11
N 0.89 3.18 -2.57
C 1.60 3.12 -3.75
N 1.07 3.91 -4.78
N 2.61 2.35 -3.79
C -1.31 0.26 -2.80
O -0.67 1.11 -3.66
O -1.81 -0.74 -3.23
H -3.23 -0.08 -0.98
H -2.46 0.20 0.36
H -0.49 0.69 -0.92
H -2.80 2.25 -0.68
H -2.56 2.35 -2.44
H -0.40 3.15 -0.12
H -1.61 4.13 -0.61
H 0.22 5.00 -1.64
H -0.92 4.44 -2.94
H 1.45 3.01 -1.70
H 0.08 4.02 -4.67
H 1.32 3.63 -5.71
H -0.19 1.80 -3.12
H 2.93 2.32 -4.75
N 2.35 -0.65 -2.00
C 2.36 -1.05 -3.29
C 1.42 -1.99 -3.46
N 0.79 -2.20 -2.24
C 1.43 -1.42 -1.39
H 2.93 0.03 -1.51
H 2.86 -0.52 -4.08
H 1.26 -2.55 -4.39
H 1.09 -1.26 -0.40
O -1.60 -2.52 3.67
C -1.34 -2.77 2.53
N -1.10 -2.94 1.37
C -0.11 -5.82 3.09
Te 0.25 -5.01 5.05
C 1.26 -6.92 5.42
H 0.73 -5.82 2.45
H -0.92 -5.19 2.58
H -0.54 -6.82 3.26
H 2.25 -7.02 4.90
H 0.59 -7.68 5.02
H 1.32 -7.13 6.50

| no. | strongest force on any atom (eV Å⁻¹) |
| --- | --- |
| 1 | 1.48 |
| 2 | 2.97 |
| 3 | 2.27 |
| 4 | 0.17 |
| 5 | 0.68 |
| 6 | 2.99 |